[1]
Formula: C37H41N10O2PV
Source: OMol25
Level of theory: wB97M-V/def2-TZVPD

## Properties
Charge: +2
Energy relative to the best compared isomer or geometry (same formula, charge and spin), eV: 2.299
Lowest unoccupied orbital energy (alpha / beta), eV: -4.908 / -4.996
Spin multiplicity: 2
Frontier orbital gap (alpha / beta), eV: 6.93 / 5.08
HOMO (alpha / beta), eV: -11.84 / -10.07

Element x y z (Å)
V  -0.14  0.24  1.15
C  0.93  2.89  0.88
C  2.09  1.41  -0.69
C  2.56  -0.37  1.52
C  3.68  -1.09  1.89
C  3.66  -2.48  1.80
C  2.51  -3.08  1.29
C  1.44  -2.29  0.93
N  1.43  -0.96  1.07
N  -0.48  2.78  0.57
C  -0.80  3.12  -0.81
C  -1.87  2.19  -1.31
C  -2.87  2.66  -2.16
C  -3.86  1.79  -2.57
C  -3.84  0.49  -2.09
C  -2.80  0.11  -1.27
N  -1.81  0.92  -0.89
C  -1.38  3.43  1.52
C  -1.85  2.52  2.62
C  -1.87  2.95  3.94
C  -2.46  2.15  4.90
C  -3.08  0.99  4.49
C  -3.01  0.63  3.15
N  -2.37  1.35  2.24
H  1.43  3.66  0.27
H  1.06  3.17  1.93
H  2.65  0.47  -0.69
H  1.27  1.30  -1.41
H  4.56  -0.58  2.24
H  4.49  -3.07  2.13
H  2.46  -4.15  1.19
H  0.54  -2.74  0.52
H  0.09  3.02  -1.43
H  -1.14  4.17  -0.90
H  -2.86  3.68  -2.50
H  -4.65  2.13  -3.24
H  -4.62  -0.20  -2.34
H  -2.76  -0.89  -0.87
H  -2.29  3.73  0.98
H  -0.93  4.33  1.94
H  -1.44  3.91  4.21
H  -2.46  2.45  5.94
H  -3.59  0.35  5.20
H  -3.53  -0.25  2.79
O  2.22  1.50  4.09
C  1.67  1.15  3.08
N  0.47  0.60  2.89
C  -0.20  0.01  3.93
O  -0.14  0.28  5.10
C  -0.99  -1.13  3.38
C  -1.50  -2.11  4.22
C  -2.17  -3.19  3.67
C  -2.28  -3.24  2.28
C  -1.74  -2.23  1.52
N  -1.09  -1.18  2.03
C  2.43  1.12  1.68
C  3.73  1.84  1.83
C  4.37  2.64  0.97
C  4.01  3.01  -0.38
C  3.02  2.51  -1.13
N  1.51  1.57  0.65
H  -1.36  -1.99  5.28
H  -2.58  -3.97  4.29
H  -2.79  -4.06  1.81
H  -1.81  -2.25  0.43
H  4.16  1.71  2.82
H  5.29  3.08  1.31
H  4.64  3.78  -0.81
H  2.87  2.89  -2.13
C  -0.81  -2.24  -5.18
N  0.20  -1.12  -4.93
C  1.59  -1.76  -4.84
N  1.61  -2.78  -3.86
C  0.62  -3.81  -4.15
N  -0.71  -3.23  -4.17
C  -1.17  -2.80  -2.87
P  -0.10  -1.44  -2.10
C  -0.13  -0.39  -3.68
C  1.53  -2.29  -2.50
H  -0.58  -2.68  -6.15
H  -1.81  -1.80  -5.20
H  0.19  -0.48  -5.72
H  2.31  -0.98  -4.58
H  1.83  -2.17  -5.82
H  0.67  -4.59  -3.39
H  0.84  -4.26  -5.12
H  -1.17  -3.66  -2.20
H  -2.20  -2.44  -2.96
H  0.58  0.44  -3.57
H  -1.13  0.04  -3.78
H  1.65  -3.13  -1.82
H  2.35  -1.60  -2.32

=====

[2]
Formula: C12H17CuN3O4S
Source: OMol25
Level of theory: wB97M-V/def2-TZVPD

## Properties
Charge: +1
Lowest unoccupied orbital energy, eV: -3.673
Frontier orbital gap, eV: 7.37
HOMO, eV: -11.04

Element x y z (Å)
Cu  -1.06  0.12  0.14
O  -0.37  2.99  3.13
C  -0.68  2.03  2.30
O  -0.72  2.17  1.09
C  -1.00  0.72  2.92
C  -0.68  0.32  4.21
C  -1.02  -0.97  4.59
C  -1.63  -1.83  3.68
C  -1.90  -1.35  2.40
N  -1.59  -0.10  2.06
C  -2.42  -2.12  1.23
O  -2.94  -3.32  1.41
O  -2.33  -1.65  0.11
H  -0.20  3.84  2.69
H  -0.16  0.99  4.88
H  -0.77  -1.33  5.58
H  -1.85  -2.84  3.98
H  -3.00  -3.60  2.33
C  1.16  2.09  -3.03
N  1.61  1.29  -1.92
C  2.07  2.07  -0.79
C  1.18  0.03  -1.72
S  1.06  -0.58  -0.12
N  0.92  -0.81  -2.73
C  1.51  -0.72  -4.05
C  0.19  -2.03  -2.47
H  0.62  2.96  -2.64
H  0.48  1.53  -3.67
H  2.00  2.45  -3.63
H  2.71  2.87  -1.16
H  2.64  1.44  -0.11
H  1.21  2.50  -0.25
H  2.30  0.03  -4.07
H  0.76  -0.50  -4.81
H  1.96  -1.68  -4.29
H  -0.68  -1.82  -1.84
H  0.80  -2.77  -1.96
H  -0.16  -2.43  -3.43

=====

[3]
Formula: C11H19CoN3O6P
Source: OMol25
Level of theory: wB97M-V/def2-TZVPD

## Properties
Charge: +1
Energy relative to the best compared isomer or geometry (same formula, charge and spin), eV: 1.198
Lowest unoccupied orbital energy (alpha / beta), eV: -3.601 / -6.753
Spin multiplicity: 4
Frontier orbital gap (alpha / beta), eV: 7.77 / 4.78
HOMO (alpha / beta), eV: -11.37 / -11.53

Element x y z (Å)
O  1.25  3.87  -0.86
C  0.96  2.88  -1.36
Co  -0.14  -1.29  -3.89
C  0.12  -2.54  -2.70
O  0.34  -3.45  -2.00
C  -0.61  -2.40  -5.20
O  -0.92  -3.12  -6.04
C  1.39  -0.45  -4.06
O  2.41  0.10  -4.15
C  -1.42  -0.13  -3.55
O  -2.26  0.65  -3.38
H  0.56  1.43  -2.20
C  2.04  0.92  1.54
N  1.39  -0.11  0.75
C  2.12  -0.50  -0.46
P  -0.30  -0.23  0.75
O  -0.82  -0.92  -0.45
N  -0.52  -0.89  2.29
C  -1.91  -1.13  2.69
C  0.35  -2.00  2.68
N  -1.06  1.23  1.01
C  -0.97  1.98  2.25
C  -1.78  1.91  -0.07
H  3.12  0.75  1.47
H  1.75  0.87  2.59
H  1.84  1.93  1.15
H  1.80  -1.48  -0.81
H  1.96  0.22  -1.28
H  3.19  -0.53  -0.21
H  -2.31  -2.05  2.24
H  -1.94  -1.23  3.78
H  -2.54  -0.27  2.40
H  0.01  -2.96  2.24
H  1.37  -1.79  2.35
H  0.33  -2.09  3.77
H  -1.96  2.38  2.51
H  -0.64  1.33  3.07
H  -0.27  2.83  2.16
H  -1.45  2.96  -0.16
H  -1.62  1.40  -1.02
H  -2.86  1.91  0.15

=====

[4]
Formula: C5H9INP
Source: OMol25
Level of theory: wB97M-V/def2-TZVPD

## Properties
Charge: 0
Energy relative to the best compared isomer or geometry (same formula, charge and spin), eV: 0.460
Lowest unoccupied orbital energy, eV: -1.319
Frontier orbital gap, eV: 7.49
SMILES: C#CC(C)(C)N(P)I
HOMO, eV: -8.81

Element x y z (Å)
C  -1.08  1.95  1.69
C  -0.78  1.00  0.99
C  -0.24  -0.07  0.11
C  0.81  -0.86  0.91
C  -1.47  -1.02  -0.02
N  0.31  0.56  -1.08
P  1.17  -0.46  -2.21
I  1.08  2.72  -0.76
H  -1.52  2.89  2.04
H  1.73  -0.24  0.84
H  0.54  -0.95  2.03
H  0.89  -1.94  0.56
H  -1.27  -1.93  -0.55
H  -1.65  -1.12  0.97
H  -2.38  -0.67  -0.63
H  1.42  0.59  -3.24
H  2.43  -0.46  -1.66

=====

[5]
Formula: C4H9P
Source: OMol25
Level of theory: wB97M-V/def2-TZVPD

## Properties
Charge: 0
Energy relative to the best compared isomer or geometry (same formula, charge and spin), eV: 2.192
Lowest unoccupied orbital energy, eV: 0.870
Frontier orbital gap, eV: 8.83
SMILES: CC=[PH]=CC
HOMO, eV: -7.96

Element x y z (Å)
C  -2.04  0.05  -0.09
C  -0.68  -0.62  -0.58
P  0.45  -1.59  0.42
C  0.92  0.08  0.65
C  1.92  0.69  -0.29
H  -2.93  -0.58  -0.14
H  -2.18  1.00  -0.56
H  -1.79  0.26  0.90
H  -0.45  -0.71  -1.65
H  -0.19  -1.87  1.73
H  0.23  0.74  1.12
H  2.97  0.44  -0.01
H  1.77  1.70  -0.12
H  1.99  0.41  -1.37

=====

[6]
Formula: C11H12ClN3O2S
Source: OMol25
Level of theory: wB97M-V/def2-TZVPD

## Properties
Charge: 0
Energy relative to the best compared isomer or geometry (same formula, charge and spin), eV: 2.325
Lowest unoccupied orbital energy, eV: -0.559
Frontier orbital gap, eV: 9.36
SMILES: C=CCNS(=O)(=O)c1nc(C)c(Cl)c(C)c1C#N
HOMO, eV: -9.92

Element x y z (Å)
C  1.83  3.97  3.05
C  1.21  2.76  2.80
C  1.11  2.21  1.39
N  1.61  0.87  1.60
S  1.93  0.00  0.17
O  2.88  -1.01  0.65
O  2.53  0.87  -0.86
C  0.30  -0.69  -0.41
N  -0.85  -0.27  0.17
C  -2.04  -0.73  -0.27
C  -3.16  -0.29  0.65
C  -2.10  -1.59  -1.40
Cl  -3.65  -2.30  -1.89
C  -0.92  -1.98  -2.06
C  -1.01  -2.89  -3.28
C  0.30  -1.57  -1.48
C  1.53  -2.04  -2.04
N  2.57  -2.43  -2.42
H  2.32  4.55  2.26
H  1.85  4.36  4.06
H  0.83  2.20  3.62
H  1.74  2.78  0.71
H  0.09  2.21  0.96
H  2.46  0.85  2.14
H  -3.05  -0.73  1.65
H  -4.11  -0.54  0.22
H  -3.08  0.78  0.77
H  -1.83  -2.55  -3.90
H  -1.21  -3.89  -2.91
H  -0.09  -2.96  -3.94